Record 1
{
  "formula": "C2H5N3S3",
  "method": "ωB97M-V with the def2-TZVPD basis set",
  "spin_multiplicity": 1,
  "fmax_ha_per_bohr": 0.158,
  "energy_ev": -39125.7702,
  "total_charge": 0,
  "homo_energy_ha": -0.320,
  "e_above_lowest_ev": 5.390,
  "lumo_ha": -0.016,
  "symbols": ["S", "S", "S", "N", "N", "N", "C", "C", "H", "H", "H", "H", "H"],
  "coordinates": [[-1.478, -0.462, 0.799], [-1.060, -1.509, -2.424], [-1.175, 2.163, 1.502], [1.450, 2.273, 0.135], [-0.737, -1.954, 0.235], [0.674, 0.977, 0.108], [-0.533, -2.412, -1.101], [-0.484, 0.871, 0.627], [0.562, 3.273, 0.420], [-0.220, -3.423, -1.209], [-0.146, -2.367, 0.932], [2.229, 2.123, 1.062], [0.919, 0.448, -1.087]]
}



Record 2
{
  "formula": "C2H5N4",
  "method": "ωB97M-V with the def2-TZVPD basis set",
  "spin_multiplicity": 1,
  "fmax_ha_per_bohr": 0.086,
  "energy_ev": -8104.4381,
  "total_charge": 1,
  "homo_energy_ha": -0.512,
  "e_above_lowest_ev": 3.289,
  "lumo_ha": -0.191,
  "symbols": ["N", "N", "N", "N", "C", "C", "H", "H", "H", "H", "H"],
  "coordinates": [[-0.694, -1.296, 0.042], [1.383, 0.969, -0.078], [-3.414, 1.045, 0.296], [0.436, -1.596, -0.263], [-1.455, -0.477, 0.396], [-2.538, 0.308, 0.277], [2.250, 1.283, -0.396], [0.561, 1.124, -0.749], [1.517, -0.154, -0.104], [0.790, -2.573, -0.272], [1.165, 1.369, 0.852]]
}



Record 3
{
  "formula": "C2H5N4OS",
  "method": "ωB97M-V with the def2-TZVPD basis set",
  "spin_multiplicity": 1,
  "fmax_ha_per_bohr": 0.086,
  "energy_ev": -20989.5289,
  "total_charge": 1,
  "homo_energy_ha": [-0.468, -0.467],
  "e_above_lowest_ev": 0.272,
  "lumo_ha": [-0.198, -0.196],
  "symbols": ["S", "O", "N", "N", "N", "N", "C", "C", "H", "H", "H", "H", "H"],
  "coordinates": [[3.140, 1.066, -0.182], [2.343, -1.471, 0.111], [0.014, -1.321, -0.182], [1.907, 1.115, 0.732], [-2.179, -0.877, -0.617], [-0.794, 0.846, 0.148], [1.244, -1.271, 0.050], [-0.935, -0.413, -0.239], [-2.754, -0.055, -0.976], [0.076, 1.075, 0.415], [-2.375, -1.835, -1.047], [1.829, 1.602, 1.668], [-1.517, 1.539, 0.119]]
}



Record 4
{
  "formula": "C2H5N4S",
  "method": "ωB97M-V with the def2-TZVPD basis set",
  "spin_multiplicity": 1,
  "fmax_ha_per_bohr": 0.102,
  "energy_ev": -18938.9742,
  "total_charge": 1,
  "homo_energy_ha": -0.505,
  "e_above_lowest_ev": 4.894,
  "lumo_ha": -0.270,
  "symbols": ["S", "N", "N", "N", "N", "C", "C", "H", "H", "H", "H", "H"],
  "coordinates": [[2.485, -0.924, 0.325], [-1.279, -0.084, -0.082], [0.125, -1.725, -0.122], [0.801, -0.660, 0.120], [0.301, 1.758, 0.187], [-0.040, 0.457, 0.099], [-1.175, -1.428, -0.163], [-0.538, 2.318, 0.454], [-1.944, -2.047, -0.547], [1.073, 1.985, 0.815], [3.094, -0.325, -0.753], [-2.902, 0.674, -0.333]]
}



Record 5
{
  "formula": "C2H5N5",
  "method": "ωB97M-V with the def2-TZVPD basis set",
  "spin_multiplicity": 1,
  "fmax_ha_per_bohr": 0.143,
  "energy_ev": -9600.7630,
  "total_charge": 0,
  "homo_energy_ha": -0.292,
  "e_above_lowest_ev": 5.258,
  "lumo_ha": 0.025,
  "symbols": ["N", "N", "N", "N", "N", "C", "C", "H", "H", "H", "H", "H"],
  "coordinates": [[-1.326, -0.460, -0.497], [0.726, -0.577, 0.436], [0.488, 1.276, -1.008], [-1.477, -1.483, 0.408], [1.514, 1.863, 0.038], [-0.082, 0.283, -0.416], [-0.226, -1.458, 0.856], [2.235, 2.467, -0.622], [-0.362, -2.196, 1.761], [1.661, -0.162, 0.525], [1.053, 2.652, 0.848], [-2.209, -0.048, -0.783]]
}



Record 6
{
  "formula": "C2H5N5O",
  "method": "ωB97M-V with the def2-TZVPD basis set",
  "spin_multiplicity": 1,
  "fmax_ha_per_bohr": 0.122,
  "energy_ev": -11648.6908,
  "total_charge": 0,
  "homo_energy_ha": -0.335,
  "e_above_lowest_ev": 3.854,
  "lumo_ha": 0.009,
  "symbols": ["O", "N", "N", "N", "N", "N", "C", "C", "H", "H", "H", "H", "H"],
  "coordinates": [[-0.984, 0.164, 1.057], [1.244, -1.348, 0.961], [-1.147, 2.160, -1.041], [0.770, -0.602, -0.064], [0.058, 0.626, 0.279], [-0.648, -0.057, -1.755], [-0.629, 1.010, -0.890], [0.162, -1.039, -1.296], [-1.015, 0.812, 1.764], [0.524, -1.938, -1.711], [0.500, -1.657, 1.603], [1.983, -0.875, 1.382], [-0.818, 2.745, -0.289]]
}



Record 7
{
  "formula": "C2H5N5O",
  "method": "ωB97M-V with the def2-TZVPD basis set",
  "spin_multiplicity": 1,
  "fmax_ha_per_bohr": 0.027,
  "energy_ev": -11648.5313,
  "total_charge": 0,
  "homo_energy_ha": -0.359,
  "e_above_lowest_ev": 4.013,
  "lumo_ha": 0.001,
  "symbols": ["O", "N", "N", "N", "N", "N", "C", "C", "H", "H", "H", "H", "H"],
  "coordinates": [[2.203, 0.219, -0.467], [2.520, -1.048, 0.000], [1.506, -1.683, 0.295], [0.460, 1.456, 0.451], [-0.819, -1.295, 0.142], [0.798, 0.391, -0.371], [0.352, -0.864, 0.051], [-1.933, -0.418, -0.231], [-2.264, 0.176, 0.604], [-1.651, 0.262, -1.035], [0.549, 2.296, -0.137], [1.041, 1.510, 1.269], [-2.762, -1.003, -0.572]]
}



Record 8
{
  "formula": "C2H5N5O",
  "method": "ωB97M-V with the def2-TZVPD basis set",
  "spin_multiplicity": 1,
  "fmax_ha_per_bohr": 0.141,
  "energy_ev": -11646.3142,
  "total_charge": 0,
  "homo_energy_ha": -0.311,
  "e_above_lowest_ev": 6.231,
  "lumo_ha": 0.007,
  "symbols": ["O", "N", "N", "N", "N", "N", "C", "C", "H", "H", "H", "H", "H"],
  "coordinates": [[-1.904, 1.419, -0.397], [1.589, 0.642, 0.250], [-0.385, 1.737, 0.038], [2.454, -0.491, 0.003], [-2.720, -0.826, 0.418], [-0.428, -0.552, -0.391], [0.374, 0.529, -0.117], [-1.781, -0.163, -0.001], [3.388, -0.275, 0.530], [-2.800, -1.853, 0.009], [-0.163, 1.923, 1.332], [-0.317, -1.564, -0.543], [2.692, -0.526, -1.131]]
}



Record 9
{
  "formula": "C2H5N5O",
  "method": "ωB97M-V with the def2-TZVPD basis set",
  "spin_multiplicity": 1,
  "fmax_ha_per_bohr": 0.103,
  "energy_ev": -11648.2009,
  "total_charge": 0,
  "homo_energy_ha": -0.320,
  "e_above_lowest_ev": 4.344,
  "lumo_ha": 0.008,
  "symbols": ["O", "N", "N", "N", "N", "N", "C", "C", "H", "H", "H", "H", "H"],
  "coordinates": [[-1.865, -1.687, -0.486], [1.196, 1.435, 1.002], [0.417, -1.563, 0.619], [0.480, 0.800, -0.160], [-0.595, 1.474, -0.762], [-1.613, 0.537, -1.183], [-1.288, -0.568, -0.536], [0.093, -0.468, -0.065], [-0.151, 1.897, -1.643], [2.270, 1.158, 0.899], [1.595, -1.836, 0.693], [-1.184, -2.383, -0.320], [0.644, 1.205, 1.943]]
}



Record 10
{
  "formula": "C2H5NO",
  "method": "ωB97M-V with the def2-TZVPD basis set",
  "spin_multiplicity": 1,
  "fmax_ha_per_bohr": 0.059,
  "energy_ev": -5692.2015,
  "total_charge": 0,
  "homo_energy_ha": -0.361,
  "e_above_lowest_ev": 1.028,
  "lumo_ha": 0.032,
  "symbols": ["O", "N", "C", "C", "H", "H", "H", "H", "H"],
  "coordinates": [[2.493, -0.186, 0.099], [0.230, -0.413, -0.314], [-1.192, 0.031, 0.063], [1.366, 0.286, -0.131], [-1.187, 0.345, 1.153], [-1.527, 0.865, -0.636], [0.446, -1.429, -0.081], [1.215, 1.371, -0.241], [-1.843, -0.870, 0.088]]
}



Record 11
{
  "formula": "C2H5NO",
  "method": "ωB97M-V with the def2-TZVPD basis set",
  "spin_multiplicity": 1,
  "fmax_ha_per_bohr": 0.059,
  "energy_ev": -5692.1116,
  "total_charge": 0,
  "homo_energy_ha": -0.357,
  "e_above_lowest_ev": 1.118,
  "lumo_ha": 0.036,
  "symbols": ["O", "N", "C", "C", "H", "H", "H", "H", "H"],
  "coordinates": [[-2.450, -0.229, 0.137], [-0.252, -0.464, -0.176], [1.128, -0.021, 0.115], [-1.390, 0.308, -0.083], [1.760, -0.846, -0.103], [-0.422, -1.476, -0.133], [-1.066, 1.489, -0.331], [1.428, 0.808, -0.530], [1.264, 0.431, 1.104]]
}



Record 12
{
  "formula": "C2H5NO",
  "method": "ωB97M-V with the def2-TZVPD basis set",
  "spin_multiplicity": 1,
  "fmax_ha_per_bohr": 0.080,
  "energy_ev": -5689.2124,
  "total_charge": 0,
  "homo_energy_ha": -0.358,
  "e_above_lowest_ev": 4.017,
  "lumo_ha": 0.044,
  "symbols": ["O", "N", "C", "C", "H", "H", "H", "H", "H"],
  "coordinates": [[0.259, 0.637, -0.093], [-0.701, -0.420, -0.055], [1.506, -0.071, 0.020], [-1.880, 0.138, -0.002], [-2.164, 1.127, 0.214], [1.920, -0.339, 1.186], [-2.663, -0.618, -0.073], [2.352, 0.593, -0.534], [1.372, -1.047, -0.662]]
}